[1]
The molecule C10H16N2O5, computed with ωB97M-V/def2-TZVPD.

Results
HOMO-LUMO gap: 0.361 hartree
SMILES: O=C(O)CC[C@H](NC(=O)[C@@H]1CCCN1)C(=O)O

ORCA input file:
```
! wB97M-V def2-TZVPD RIJCOSX def2/J DEFGRID3
* xyz 0 1
C 0.4632 0.3677 1.5433
C -0.0393 -1.0515 1.6726
C 1.0410 0.9322 2.8813
C 0.5285 2.4340 2.9406
C -0.3040 2.5814 1.7055
C -0.7035 -1.0396 -0.7977
C -2.2033 -0.9519 -1.1475
C 0.0302 -1.9669 -1.8372
C 1.3660 -1.5024 -2.3375
C 1.2830 -0.3713 -3.3635
H -1.4105 0.8458 1.7478
H 1.2003 0.3364 0.6897
H 2.1555 0.8041 3.1110
H 0.5213 0.4030 3.6792
H 1.3647 3.1310 3.0233
H -0.1657 2.4720 3.8591
H 0.3309 3.0887 0.8742
H -1.1312 3.2848 1.9837
H -0.8657 -2.5453 0.7191
H -0.3788 0.0014 -0.6945
H -0.6377 -2.0786 -2.6883
H 0.1689 -2.9653 -1.4146
H 1.9081 -1.0242 -1.5075
H 2.0008 -2.3461 -2.6799
H -0.1185 0.9674 -3.6057
H -1.6923 -0.1289 -2.7740
N -0.6977 1.2760 1.1829
N -0.6466 -1.5729 0.5751
O -0.0308 -1.6753 2.7339
O -3.0401 -1.3755 -0.3956
O 1.9568 -0.1956 -4.3582
O 0.2643 0.3813 -2.9581
O -2.5177 -0.5158 -2.3622
*
```

=====

[2]
The molecule C10H16N2O7, computed with ωB97M-V/def2-TZVPD.

Results
HOMO-LUMO gap: 0.361 hartree
SMILES: N[C@@H](CCC(=O)O)C(=O)N[C@@H](CCC(=O)O)C(=O)O

ORCA input file:
```
! wB97M-V def2-TZVPD RIJCOSX def2/J DEFGRID3
* xyz 0 1
C 1.3665 -1.4286 -0.2752
C -4.2951 -0.6043 0.0229
C -1.7120 -0.9167 -0.4667
C -0.8336 0.8372 1.4759
C -1.1380 0.5515 -0.0668
C -3.2533 -0.8251 -1.0077
C 3.6590 -0.2353 0.3932
C 2.4747 -1.1363 0.8222
C 1.1344 -0.1805 -1.1586
C 3.3787 1.3250 -0.0523
H -1.9441 1.3263 -0.2201
H -2.6139 -0.0867 1.9879
H -6.0914 -0.3016 0.1083
H -3.2735 0.0977 -1.5748
H -3.5080 -1.6938 -1.5982
H -1.5466 -1.6743 0.3149
H -1.1583 -1.3834 -1.2492
H 0.3203 1.6190 -0.8879
H 4.0638 2.7157 -0.9374
H 4.3348 -0.1669 1.3198
H 4.2268 -0.6440 -0.4085
H 2.9454 -2.2309 0.9332
H 1.9478 -0.9821 1.7372
H 0.3717 -1.7294 0.1268
H 2.0359 -3.3092 -0.5941
H 1.3958 -2.5246 -1.9306
N 2.0079 -2.4643 -1.0775
N 0.1034 0.6720 -0.8482
O 1.9112 0.0506 -1.9743
O 2.5128 2.1305 0.3045
O 4.2835 1.7945 -0.9280
O 0.1211 1.4619 1.9205
O -4.2354 -0.4610 1.2081
O -5.4615 -0.3323 -0.6101
O -1.7534 0.2549 2.3581
*
```

=====

[3]
C10H16N2PSn as an isolated structure, computed with ωB97M-V/def2-TZVPD.

Results
HOMO-LUMO gap (spin up / spin down): 0.103 / 0.102 hartree

ORCA input file:
```
! wB97M-V def2-TZVPD RIJCOSX def2/J DEFGRID3
* xyz -1 1
C 1.6039 -1.3007 -3.1200
C 2.6815 -0.8255 -2.2949
C 2.4943 0.5856 -2.0747
C 1.2933 0.9919 -2.7850
C 0.7081 -0.1972 -3.3540
Sn 0.6645 -0.4620 -0.9906
P -0.0279 -2.7249 0.0856
H 1.4452 -2.3458 -3.4221
H 3.5497 -1.4021 -1.9689
H 3.2043 1.2615 -1.5951
H -0.1552 -0.2078 -4.0090
H 0.8796 2.0127 -2.8076
H 0.1074 -2.4782 1.5146
H 0.8846 -3.7906 -0.3566
H -1.4331 -2.9687 -0.2382
C -3.4600 1.9537 1.7408
C -2.1545 1.3016 1.5858
C -1.1755 1.0246 2.5370
C -0.1036 0.4420 1.8811
N -0.4045 0.4697 0.5671
N -1.6719 0.8831 0.4165
C 1.1695 -0.0879 2.3997
H -4.0453 1.3713 2.4710
H -3.2932 2.9558 2.1724
H -4.0049 2.0357 0.7850
H -1.2025 1.2287 3.5947
H -2.1260 0.9001 -0.4914
H 1.7114 0.7376 2.8935
H 0.9971 -0.8288 3.2032
H 1.8638 -0.5356 1.6601
*
```

=====

[4]
A 2-piece molecular cluster, C10H16N3O2 overall, computed with ωB97M-V/def2-TZVPD.

Results
HOMO-LUMO gap: 0.314 hartree

ORCA input file:
```
! wB97M-V def2-TZVPD RIJCOSX def2/J DEFGRID3
* xyz 1 1
C -0.6930 -0.8874 -1.8293
C -2.6382 2.3074 -0.6101
C 0.1785 -0.8877 -0.6815
C 0.6294 -0.1335 1.5980
C -1.1953 -1.5341 1.1785
C 0.9308 -0.9890 2.8651
C -0.7568 -2.4880 2.2546
C 0.6887 0.0253 -1.7621
C 2.6675 1.6144 -1.6594
C 1.1498 1.4342 -1.6699
N -1.6413 -1.3643 -2.4450
N -0.0066 -0.9151 0.6229
N -2.9337 3.0878 -1.4417
O -2.1002 1.3364 -0.1615
O -0.1384 -1.7616 3.2907
H -0.1340 0.4761 2.1348
H 1.6668 0.3148 1.3152
H -1.6880 -2.0532 0.3014
H -1.7541 -0.6901 1.5121
H 1.7807 -1.7154 2.6918
H 1.1537 -0.4207 3.6907
H -1.5727 -2.9839 2.6657
H -0.1741 -3.2446 1.8854
H 1.2260 -0.5519 -2.5122
H 3.1789 0.7648 -2.0081
H 2.9894 1.8522 -0.6670
H 3.0016 2.4903 -2.2470
H 0.9292 2.0190 -2.6491
H 0.6518 2.0003 -0.8618
H -1.8980 -0.9195 -3.3831
H -3.4985 3.8169 -1.4177
*
```

=====

[5]
The molecule C10H16N4O4, computed with ωB97M-V/def2-TZVPD.

Results
HOMO-LUMO gap: 0.345 hartree
SMILES: C[C@@H](O)[C@H](NC(=O)[C@@H](N)Cc1c[nH]cn1)C(=O)O

ORCA input file:
```
! wB97M-V def2-TZVPD RIJCOSX def2/J DEFGRID3
* xyz 0 1
C -0.7801 1.6873 0.5257
C 0.3221 0.5743 0.5410
C -2.1945 1.4526 -0.2007
C -2.8586 0.1849 0.0978
C -4.1670 -0.2005 0.2648
C -3.0607 -2.0525 0.0884
C 1.8832 -0.8618 -0.5485
C 1.2846 -2.2110 -0.0151
C 3.2824 -0.5709 -0.0114
C 4.0096 0.5688 -0.7782
H -1.0432 3.6548 0.2415
H 0.4950 3.1376 0.4471
H -1.0713 1.8065 1.5204
H -1.8829 1.4773 -1.2569
H -2.8425 2.2406 -0.0319
H -5.0510 0.4079 0.4518
H -2.8537 -3.1142 0.0384
H -5.2928 -2.0096 0.2290
H 1.1178 0.9377 -1.2707
H 2.0754 -1.1030 -1.6581
H 3.9744 -1.4237 -0.0217
H 2.7734 -0.6168 2.0560
H 4.7300 0.8732 -0.0338
H 3.2719 1.3640 -1.0995
H 4.5044 0.1056 -1.6030
H -0.6131 -1.6302 -0.7026
N -0.3530 2.9606 -0.1092
N -2.1912 -1.0530 0.0237
N -4.3316 -1.5016 0.1390
N 1.0073 0.2716 -0.5583
O 0.5360 0.0286 1.6339
O 2.0457 -2.8837 0.6257
O 3.2792 -0.0951 1.4001
O -0.0053 -2.4062 -0.4246
*
```

=====

[6]
An isolated ion of composition C10H16NO and charge +1, computed with ωB97M-V/def2-TZVPD.

Results
HOMO-LUMO gap (spin up / spin down): 0.342 / 0.196 hartree

ORCA input file:
```
! wB97M-V def2-TZVPD RIJCOSX def2/J DEFGRID3
* xyz 1 1
C 2.5712 0.5433 -0.9269
C 2.4625 0.0528 0.3670
C 1.3740 0.2917 -1.7624
C 1.3026 -0.6495 0.5699
C 0.5525 -0.6668 -0.7897
C -0.9269 -0.2367 -0.6457
C -1.9338 -0.6875 0.5268
C -0.9016 1.2205 0.1176
C 3.4968 0.2202 1.4790
C -3.1315 -1.4460 0.0316
N -2.1984 0.7674 0.9211
O -1.0254 2.3804 -0.4947
H 3.1410 1.3527 -1.3909
H 0.9515 1.3585 -1.7514
H 1.5246 -0.0357 -2.7561
H 0.9313 -1.2371 1.3389
H 0.6104 -1.7852 -1.0154
H -1.6648 -0.2600 -1.5037
H -1.3870 -1.1430 1.3651
H 3.4883 -0.6865 2.1476
H 3.6012 1.1775 1.9977
H 4.4382 0.0614 0.9068
H -3.9682 -1.3810 0.6857
H -2.9066 -2.5975 0.1555
H -3.3803 -1.3387 -0.9959
H -2.9353 1.3477 0.4943
H -2.1616 0.8039 1.9654
H -1.9245 2.5733 -1.0369
*
```

=====

Calculated values (kcal per mole) of ΔE to the lowest compared entry with this formula, charge and spin for the records, taken in order: 36.8; 54.8; 81.6; 63.2; 58.8; 93.5.
Calculated values (eV Å⁻¹) of F_max for the records, taken in order: 2.72; 5.98; 2.89; 5.10; 4.27; 4.52.